DFT (the ωB97M-V functional and the def2-TZVPD basis) results for 9 unconnected molecules or ions with the total composition C28H60Br4N4O13.

Geometry (Å):
C  3.686  1.130  1.133
C  4.255  1.899  2.310
O  5.664  2.155  2.290
C  6.292  2.911  1.361
O  5.719  3.411  0.399
O  7.574  2.858  1.639
C  8.415  3.690  0.937
H  3.623  1.762  0.247
H  2.718  0.657  1.293
H  4.347  0.324  0.815
H  4.009  1.249  3.149
H  3.629  2.775  2.478
H  8.755  3.015  0.152
H  9.233  4.071  1.549
H  7.988  4.618  0.556
C  -0.334  0.253  -3.165
C  0.535  -0.745  -3.924
O  0.877  -0.417  -5.208
C  0.324  -0.970  -6.223
O  -0.705  -1.694  -6.244
O  1.072  -0.707  -7.248
C  0.410  -0.669  -8.522
H  -0.339  0.117  -2.084
H  -1.301  0.302  -3.665
H  0.008  1.273  -3.340
H  0.118  -1.744  -3.795
H  1.489  -0.918  -3.425
H  -0.591  -0.243  -8.595
H  0.238  -1.681  -8.889
H  1.047  -0.177  -9.257
C  -2.954  -3.230  1.198
C  -4.195  -4.102  1.261
O  -4.144  -5.333  2.040
C  -4.080  -5.176  3.394
O  -3.969  -4.085  4.030
O  -4.375  -6.373  3.905
C  -4.625  -6.492  5.289
H  -3.125  -2.397  0.517
H  -2.028  -3.734  0.923
H  -2.693  -2.854  2.187
H  -4.457  -4.515  0.286
H  -5.134  -3.626  1.540
H  -4.731  -7.558  5.491
H  -5.547  -5.941  5.475
H  -3.897  -6.038  5.961
C  -4.847  5.029  -0.486
O  -5.383  4.037  0.082
N  -3.965  5.819  0.176
C  -3.633  7.149  -0.249
C  -3.613  5.634  1.554
H  -5.022  5.396  -1.509
H  -4.219  7.917  0.256
H  -3.911  7.250  -1.298
H  -2.558  7.322  -0.204
H  -4.506  5.940  2.098
H  -3.448  4.586  1.806
H  -2.748  6.208  1.886
C  2.113  -1.172  4.162
O  0.947  -1.447  4.495
N  2.897  -2.039  3.543
C  4.353  -1.918  3.665
C  2.447  -3.370  3.112
H  2.616  -0.225  4.410
H  4.691  -0.947  4.026
H  4.851  -2.100  2.712
H  4.643  -2.694  4.373
H  2.800  -3.336  2.081
H  3.042  -4.047  3.724
H  1.372  -3.552  3.093
C  0.722  -4.076  -1.043
O  -0.467  -3.947  -1.145
N  1.599  -3.046  -0.931
C  2.959  -3.239  -1.224
C  1.142  -1.647  -0.643
H  1.289  -5.013  -1.160
H  3.061  -2.879  -2.247
H  3.269  -4.279  -1.114
H  3.598  -2.683  -0.538
H  1.594  -1.343  0.301
H  1.419  -0.988  -1.466
H  0.068  -1.577  -0.467
C  -4.616  -0.265  -1.910
O  -3.952  0.066  -0.941
N  -4.234  -1.379  -2.637
C  -5.138  -1.917  -3.614
C  -2.980  -2.087  -2.494
H  -5.556  0.186  -2.262
H  -5.398  -2.864  -3.142
H  -4.573  -2.164  -4.512
H  -5.962  -1.215  -3.741
H  -2.264  -1.861  -3.284
H  -2.428  -1.752  -1.616
H  -3.080  -3.150  -2.277
Br  -2.476  2.004  1.169
C  -1.056  0.659  0.891
C  -0.582  0.229  2.281
Br  0.260  1.678  3.249
H  -0.221  1.157  0.399
H  -1.452  -0.222  0.386
H  0.284  -0.421  2.157
H  -1.371  -0.336  2.778
Br  3.486  7.686  0.953
C  2.719  5.833  1.044
C  2.018  5.609  -0.296
Br  1.007  3.818  -0.202
H  1.974  5.725  1.833
H  3.410  5.033  1.309
H  2.796  5.696  -1.055
H  1.408  6.483  -0.521

HOMO, eV: -8.763
Charge: 0
Multiplicity: 1
SMILES: CCOC(=O)OC.CCOC(=O)OC.CCOC(=O)OC.CN(C)C=O.CN(C)C=O.CN(C)C=O.CN(C)C=O.BrCCBr.BrCCBr
Max |F|, hartree/bohr: 0.1046
ΔE to the lowest compared entry with this formula, charge and spin, eV: 0.000

---

DFT (the ωB97M-V functional and the def2-TZVPD basis) results for a molecular structure, C28H60F12Mg3O24S4.

Geometry (Å):
Mg  3.800  -1.325  1.327
Mg  0.766  -4.326  0.134
Mg  0.303  -1.250  4.121
C  2.119  -3.265  -4.028
F  1.498  -2.124  -3.696
F  2.033  -3.550  -5.299
F  3.408  -3.075  -3.677
S  1.455  -4.744  -3.071
O  1.360  -4.272  -1.697
O  0.186  -5.059  -3.687
O  2.500  -5.744  -3.236
C  -0.194  0.215  -0.228
F  -0.012  1.380  0.369
F  -1.462  -0.047  -0.332
F  0.382  0.283  -1.411
S  0.647  -1.116  0.806
O  0.345  -2.464  0.354
O  2.091  -0.778  0.697
O  0.179  -0.912  2.177
C  -3.904  -1.064  5.638
F  -4.130  -2.142  4.894
F  -5.012  -0.436  5.940
F  -3.356  -1.465  6.807
S  -2.654  0.021  4.783
O  -2.293  1.008  5.777
O  -1.542  -0.918  4.502
O  -3.334  0.570  3.611
C  -1.250  -5.461  3.928
F  -2.233  -4.916  3.249
F  -1.424  -5.365  5.230
F  -1.063  -6.749  3.634
S  0.313  -4.529  3.395
O  0.244  -4.514  1.922
O  0.070  -3.138  3.862
O  1.465  -5.100  4.026
C  -1.793  5.525  -5.296
O  -2.198  5.262  -3.980
C  -1.742  6.155  -3.010
C  -2.264  5.952  -1.611
O  -2.423  4.565  -1.305
C  -1.603  4.097  -0.276
H  -2.623  5.403  -5.991
H  -0.992  4.864  -5.652
H  -1.394  6.539  -5.398
H  -1.953  7.180  -3.341
H  -0.648  6.107  -2.890
H  -3.283  6.342  -1.528
H  -1.566  6.416  -0.913
H  -1.746  4.509  0.729
H  -0.559  4.190  -0.605
H  -1.770  3.023  -0.165
C  0.480  -2.590  6.990
O  0.562  -1.449  6.148
C  0.462  -0.197  6.851
C  0.946  0.993  6.025
O  0.648  0.643  4.660
C  0.690  1.823  3.836
H  0.924  -3.398  6.410
H  -0.532  -2.875  7.285
H  1.037  -2.526  7.927
H  1.056  -0.248  7.765
H  -0.602  -0.084  7.064
H  2.030  1.102  6.104
H  0.390  1.850  6.400
H  1.693  2.248  3.894
H  -0.058  2.540  4.178
H  0.415  1.602  2.808
C  3.066  4.768  -0.543
O  2.877  3.526  -1.200
C  1.827  3.413  -2.138
C  1.636  4.598  -3.078
O  2.814  4.691  -3.838
C  2.769  4.299  -5.223
H  3.525  5.534  -1.166
H  3.681  4.717  0.361
H  2.083  5.021  -0.126
H  0.934  3.103  -1.581
H  2.043  2.553  -2.780
H  1.531  5.511  -2.488
H  0.765  4.428  -3.717
H  2.763  5.233  -5.782
H  1.900  3.662  -5.385
H  3.696  3.784  -5.462
C  -1.922  1.638  -3.486
O  -2.644  0.541  -3.987
C  -2.059  -0.681  -3.517
C  -2.401  -1.888  -4.331
O  -3.824  -2.066  -4.286
C  -4.398  -2.636  -5.441
H  -0.895  1.699  -3.871
H  -1.829  1.529  -2.393
H  -2.532  2.515  -3.690
H  -2.382  -0.750  -2.472
H  -0.967  -0.565  -3.509
H  -2.053  -2.816  -3.865
H  -1.975  -1.794  -5.332
H  -3.827  -2.657  -6.370
H  -5.371  -2.142  -5.523
H  -4.695  -3.683  -5.271
C  4.892  -1.386  -1.528
O  4.603  -0.631  -0.374
C  4.444  0.786  -0.554
C  4.711  1.553  0.741
O  4.215  0.816  1.869
C  4.673  1.370  3.095
H  5.381  -2.328  -1.245
H  5.657  -0.936  -2.165
H  4.076  -1.733  -2.172
H  3.371  0.921  -0.723
H  5.019  1.140  -1.405
H  4.293  2.558  0.681
H  5.789  1.740  0.802
H  4.270  0.837  3.958
H  4.482  2.438  3.211
H  5.746  1.311  3.322
C  -1.870  -6.156  -0.387
O  -1.151  -4.939  -0.565
C  -2.041  -3.996  -1.153
C  -3.190  -3.503  -0.298
O  -2.697  -3.099  0.970
C  -3.360  -2.000  1.558
H  -1.232  -6.965  -0.026
H  -2.305  -6.575  -1.296
H  -2.685  -6.110  0.338
H  -2.469  -4.393  -2.078
H  -1.545  -3.068  -1.454
H  -3.982  -4.258  -0.238
H  -3.640  -2.624  -0.768
H  -3.166  -0.993  1.172
H  -2.880  -1.942  2.537
H  -4.431  -2.112  1.732

HOMO, eV: -12.637
Charge: +2
Multiplicity: 1
Max |F|, hartree/bohr: 0.0941
ΔE to the lowest compared entry with this formula, charge and spin, eV: 0.000

---

DFT (the ωB97M-V functional and the def2-TZVPD basis) results for 12 unconnected molecules or ions with the total composition C28H61B7F28N8O2.

Geometry (Å):
C  6.453  0.400  0.046
C  5.589  0.802  -1.113
N  4.991  -0.309  -1.840
C  4.888  -0.506  -3.243
C  4.353  -1.713  -3.594
N  4.140  -2.255  -2.312
C  4.443  -1.423  -1.303
C  3.654  -3.568  -2.102
H  5.837  0.090  0.890
H  7.030  1.247  0.417
H  7.165  -0.385  -0.209
H  6.059  1.451  -1.852
H  4.774  1.410  -0.720
H  5.218  0.271  -3.917
H  4.020  -2.209  -4.494
H  4.447  -1.556  -0.231
H  2.652  -3.404  -1.705
H  4.349  -4.114  -1.464
H  3.474  -4.101  -3.036
C  0.326  -1.439  -4.069
C  -0.897  -1.362  -3.208
N  -1.326  -2.605  -2.816
C  -0.614  -3.557  -2.187
C  -1.348  -4.731  -2.159
N  -2.669  -4.448  -2.531
C  -2.613  -3.173  -3.069
C  -3.801  -5.365  -2.308
H  0.212  -1.992  -5.001
H  1.139  -1.937  -3.540
H  0.700  -0.460  -4.367
H  -1.825  -0.895  -3.538
H  -0.769  -0.830  -2.265
H  0.330  -3.345  -1.707
H  -1.133  -5.747  -1.865
H  -3.372  -2.723  -3.692
H  -4.812  -4.961  -2.272
H  -3.687  -5.904  -1.368
H  -3.576  -5.995  -3.169
C  0.474  5.919  -3.227
C  -0.511  6.595  -2.478
N  -1.521  5.621  -1.994
C  -1.405  4.742  -0.950
C  -2.650  4.162  -0.805
N  -3.500  4.748  -1.647
C  -2.804  5.546  -2.432
C  -4.917  4.514  -1.855
H  1.147  6.614  -3.729
H  0.127  5.292  -4.048
H  1.148  5.230  -2.718
H  -0.818  7.464  -3.060
H  -0.135  7.117  -1.599
H  -0.490  4.464  -0.449
H  -2.981  3.319  -0.215
H  -3.132  5.930  -3.386
H  -4.961  3.591  -2.434
H  -5.445  5.232  -2.482
H  -5.515  4.271  -0.977
C  2.253  1.022  1.800
N  0.906  0.526  1.202
C  0.881  -0.927  0.714
C  0.032  0.544  2.454
C  0.221  1.508  0.212
C  1.243  1.856  -0.921
O  1.763  0.798  -1.662
H  2.322  2.045  2.170
H  3.025  0.807  1.062
H  2.385  0.552  2.775
H  -0.141  -1.243  0.505
H  1.147  -1.526  1.585
H  1.479  -1.085  -0.184
H  0.119  1.481  3.004
H  0.344  -0.286  3.088
H  -0.995  0.386  2.123
H  0.078  2.321  0.925
H  -0.742  1.119  -0.116
H  1.883  2.651  -0.538
H  0.721  2.405  -1.704
H  1.732  1.060  -2.585
C  -3.266  -1.443  2.507
N  -3.972  -2.799  2.215
C  -5.363  -2.592  1.616
C  -3.124  -3.506  1.150
C  -4.118  -3.790  3.368
C  -4.279  -3.225  4.685
O  -5.438  -2.464  4.731
H  -2.430  -1.947  2.991
H  -3.901  -0.718  3.017
H  -2.826  -1.008  1.610
H  -5.196  -1.999  0.717
H  -5.960  -1.955  2.268
H  -5.741  -3.561  1.287
H  -3.049  -2.724  0.394
H  -3.463  -4.452  0.726
H  -2.157  -3.749  1.591
H  -3.254  -4.454  3.349
H  -4.916  -4.509  3.182
H  -3.444  -2.758  5.207
H  -4.423  -4.148  5.246
H  -5.382  -2.031  5.586
B  -2.760  3.264  3.114
F  -3.499  3.707  4.245
F  -2.760  1.853  3.239
F  -3.372  3.600  1.928
F  -1.468  3.776  2.994
B  2.601  0.814  5.437
F  2.776  0.992  6.791
F  2.164  1.989  4.857
F  3.753  0.277  5.047
F  1.614  -0.153  5.377
B  -0.076  -3.453  4.087
F  0.063  -3.063  2.766
F  1.104  -3.549  4.638
F  -0.767  -2.485  4.776
F  -0.787  -4.694  4.096
B  4.723  -2.515  2.533
F  3.616  -1.723  2.110
F  4.287  -3.688  3.198
F  5.517  -2.831  1.484
F  5.370  -1.907  3.514
B  2.623  2.453  -4.706
F  3.756  2.196  -5.393
F  2.933  2.411  -3.344
F  2.303  3.722  -5.136
F  1.591  1.622  -4.973
B  4.912  3.956  1.674
F  4.698  4.318  0.346
F  5.627  2.778  1.808
F  5.579  4.986  2.404
F  3.648  3.864  2.170
B  -4.196  0.444  -1.359
F  -3.103  0.957  -0.730
F  -5.281  0.284  -0.525
F  -4.310  1.292  -2.481
F  -3.744  -0.707  -1.940

HOMO, eV: -4.153
Charge: -2
Multiplicity: 1
Max |F|, hartree/bohr: 0.1510

---

DFT (the ωB97M-V functional and the def2-TZVPD basis) results for 3 unconnected molecules or ions with the total composition C28H61ClN6O5P.

Geometry (Å):
C  -2.680  1.722  0.823
C  -2.716  0.183  0.913
O  -1.612  -0.442  0.305
C  -1.875  -0.871  -1.026
C  -0.625  -0.728  -1.925
C  0.468  0.141  -1.311
C  1.288  0.887  -2.400
C  2.823  0.882  -2.186
C  3.500  2.085  -1.505
N  4.663  1.513  -0.789
C  2.705  2.868  -0.435
C  2.182  1.996  0.733
C  2.787  2.426  2.041
N  3.992  2.227  2.311
C  1.616  3.809  -0.973
C  2.116  4.695  -2.159
C  0.879  5.071  -3.007
C  -0.168  5.659  -2.083
O  0.008  6.531  -1.373
Cl  -1.777  4.871  -2.148
C  3.279  4.165  -3.022
O  2.969  3.915  -4.379
N  2.206  2.748  -4.548
O  1.929  2.581  -5.665
N  4.153  3.117  -2.395
P  5.370  2.461  -3.601
O  6.014  3.613  -4.191
H  -3.480  2.080  1.475
H  -1.756  2.173  1.181
H  -2.952  2.048  -0.181
H  -2.795  -0.089  1.965
H  -3.668  -0.117  0.468
H  -2.668  -0.256  -1.457
H  -2.204  -1.911  -0.981
H  -0.258  -1.739  -2.104
H  -0.929  -0.355  -2.903
H  0.076  0.897  -0.640
H  1.138  -0.528  -0.773
H  0.864  1.857  -2.633
H  1.118  0.295  -3.302
H  3.269  0.632  -3.148
H  3.034  0.012  -1.572
H  5.075  2.215  -0.174
H  4.367  0.774  -0.163
H  3.445  3.539  0.025
H  1.113  2.172  0.817
H  2.359  0.940  0.558
H  2.149  2.936  2.766
H  4.161  2.606  3.243
H  0.669  3.305  -1.157
H  1.408  4.497  -0.153
H  2.420  5.641  -1.718
H  1.168  5.870  -3.690
H  0.447  4.213  -3.513
H  3.946  5.014  -3.139
H  4.774  3.631  -1.757
H  4.652  1.729  -4.568
H  6.212  1.597  -2.890
C  -2.919  0.983  5.247
C  -4.252  1.205  5.944
N  -5.375  0.583  5.266
C  -6.663  0.990  5.808
C  -7.000  0.596  7.250
C  -5.236  -0.838  4.986
C  -5.022  -1.786  6.173
H  -2.942  1.361  4.222
H  -2.132  1.516  5.784
H  -2.636  -0.070  5.224
H  -4.429  2.283  5.986
H  -4.158  0.865  6.986
H  -7.454  0.621  5.148
H  -6.721  2.081  5.733
H  -7.280  -0.453  7.331
H  -7.856  1.177  7.598
H  -6.176  0.789  7.938
H  -4.401  -0.968  4.292
H  -6.110  -1.169  4.419
H  -4.321  -1.385  6.906
H  -4.613  -2.734  5.816
H  -5.956  -2.019  6.680
C  2.689  -3.611  -2.700
C  2.553  -5.070  -3.106
N  2.102  -5.931  -2.031
C  2.194  -7.347  -2.359
C  1.313  -7.887  -3.490
C  0.874  -5.522  -1.367
C  -0.395  -5.391  -2.220
H  3.383  -3.497  -1.865
H  3.076  -3.030  -3.541
H  1.729  -3.172  -2.420
H  3.536  -5.416  -3.436
H  1.893  -5.124  -3.986
H  2.002  -7.929  -1.454
H  3.238  -7.558  -2.613
H  0.277  -8.011  -3.177
H  1.670  -8.873  -3.793
H  1.334  -7.250  -4.375
H  1.056  -4.559  -0.879
H  0.679  -6.209  -0.540
H  -0.204  -4.914  -3.183
H  -1.131  -4.779  -1.692
H  -0.864  -6.356  -2.401

HOMO, eV: -9.525
Charge: +1
Multiplicity: 1
Max |F|, hartree/bohr: 0.0908